(1)
Entry from OMol25: a molecular structure, C3H12InN4NiO15 in a non-equilibrium geometry (the ωB97M-V functional and the def2-TZVPD basis).

HOMO (alpha / beta) (eV): -7.43 / -7.41
Frontier orbital gap (alpha / beta) (eV): 5.379 / 2.427
Energy (Ha): -3166.84078
Spin multiplicity: 4
Max |F| (eV/A): 5.82

Positions of all 36 atoms, in Å:
In1 -2.185260 21.364470 -28.167140
Ni1 -2.516950 25.990820 -23.352070
N1 -5.027580 27.625620 -24.334020
O1 -5.275950 26.969710 -25.274050
O2 -5.660610 28.684830 -24.134410
O3 -4.113160 27.286450 -23.603780
N2 -2.727760 25.107980 -26.560750
O4 -2.641920 25.398470 -25.381050
O5 -3.416280 25.758020 -27.320330
O6 -2.222310 24.106730 -26.980070
N3 -0.893050 28.091580 -25.154460
O7 0.231810 28.145880 -25.679680
O8 -1.689580 28.814340 -25.653280
O9 -1.203650 27.435930 -24.172720
N4 -5.916770 22.842560 -27.507500
O10 -7.101540 22.637450 -27.834970
O11 -5.087490 21.947010 -27.402720
O12 -5.630350 23.941950 -27.201600
C1 -0.730230 24.632370 -29.758610
O13 -0.303080 23.325770 -29.278800
H1 -1.696700 24.502010 -30.245480
H2 -0.869300 25.463080 -29.066730
H3 -0.108050 24.965710 -30.589200
H4 0.455540 23.050880 -29.798930
C2 -0.221190 24.014020 -23.940200
O14 -0.864620 24.673020 -22.887880
H5 0.395530 24.739370 -24.470890
H6 0.452030 23.218010 -23.622010
H7 -0.800840 23.636090 -24.782390
H8 -0.551850 24.325220 -22.049540
C3 -5.038330 24.203940 -23.367240
O15 -3.888370 24.500230 -22.529200
H9 -5.854690 24.424620 -22.679520
H10 -5.128310 24.833100 -24.252770
H11 -4.910730 23.187940 -23.740820
H12 -3.873580 23.830240 -21.841820

Atomic forces in eV per Å
0.179 1.270 0.156
-0.642 1.183 -2.318
-2.487 3.905 -0.760
-1.181 -3.246 -3.589
0.783 -0.507 1.007
3.748 -1.085 4.323
-3.014 1.915 -1.115
0.628 0.381 3.008
-0.349 1.224 -0.439
2.863 -4.826 -1.150
1.530 2.616 -3.557
1.600 -2.073 1.420
-3.756 1.742 -0.795
0.311 -3.367 4.100
-0.528 -2.763 0.172
0.601 -0.020 -0.120
-0.225 -0.601 -0.563
0.276 3.434 0.495
-0.734 -0.112 -1.440
-0.348 0.424 0.427
-0.245 -0.090 0.213
0.501 -0.684 0.685
0.447 -0.035 0.266
0.056 0.115 0.044
1.996 -0.088 -2.155
-1.271 0.230 0.630
0.256 0.244 0.231
-0.187 0.018 0.448
-1.064 -0.043 0.706
-0.150 0.177 0.015
-0.047 0.139 0.428
0.749 0.672 -0.871
-0.589 -0.636 -0.622
0.515 0.526 0.334
-0.515 -0.191 0.336
0.292 0.153 0.052

=====

(2)
Entry from OMol25: 2 unconnected molecules or ions with the total composition C3H12N2O (the ωB97M-V functional and the def2-TZVPD basis).

HOMO (alpha / beta) (eV): 0.30 / -3.40
Frontier orbital gap (alpha / beta) (eV): 3.531 / 7.228
Energy (Ha): -306.12551
Spin multiplicity: 2
Net charge: -1
Max |F| (eV/A): 0.71

Positions of all 18 atoms, in Å:
C1 0.870387 -0.839453 -2.588099
N1 1.910709 0.082504 -2.094718
H1 0.788864 -1.679266 -1.899106
H2 -0.065745 -0.277950 -2.616781
H3 1.048978 -1.224410 -3.595794
H4 2.847823 -0.289310 -2.268196
H5 1.236854 0.147720 -0.392118
H6 1.892166 0.978180 -2.587952
C2 -1.233204 0.532792 1.956971
O1 -2.494126 0.201883 2.158343
C3 -0.658128 -0.096200 0.651212
N2 0.833409 0.167836 0.580461
H7 -1.006503 1.639523 1.847845
H8 -0.510294 0.199390 2.764349
H9 -0.854854 -1.160304 0.654333
H10 -1.101485 0.389581 -0.215253
H11 1.336265 -0.527921 1.140100
H12 0.980505 1.099523 0.986534

Atomic forces in eV per Å
0.124 0.448 -0.313
0.080 -0.004 0.057
-0.112 -0.071 0.007
-0.100 -0.209 0.108
0.075 -0.042 0.014
-0.054 -0.133 0.198
0.242 0.172 -0.011
-0.180 -0.082 -0.029
0.028 -0.353 -0.122
-0.002 0.147 -0.030
0.030 0.655 0.260
-0.549 -0.308 0.047
-0.026 0.026 0.017
0.052 0.024 0.037
0.120 -0.172 -0.142
-0.094 -0.168 -0.051
0.149 0.149 0.016
0.216 -0.078 -0.063

=====

(3)
Entry from OMol25: a molecular structure, C3H12N2O in a non-equilibrium geometry (the ωB97M-V functional and the def2-TZVPD basis).

HOMO (eV): -8.71
Frontier orbital gap (eV): 9.803
Energy (Ha): -306.07575
Max |F| (eV/A): 4.99

Positions of all 18 atoms, in Å:
C1 -1.946638 0.740925 -0.578606
C2 1.310677 0.521422 0.017964
C3 2.715792 0.283457 0.519113
N1 -2.686907 -0.473840 -0.768084
H1 -2.602601 -1.340833 -0.247451
H2 -3.699549 -0.461638 -0.654186
H3 -2.476936 1.599301 -0.158738
H4 -1.529095 1.065783 -1.530051
H5 1.228984 0.341949 -1.053372
H6 0.955891 1.539864 0.166061
H7 2.970314 -0.766176 0.372518
H8 2.773268 0.494994 1.588415
H9 3.436660 0.917981 -0.003623
N2 0.090653 -0.650468 0.922524
O1 0.414106 -1.664938 -0.008597
H10 -0.329200 -1.650823 -0.642814
H11 0.558567 -0.924170 1.787127
H12 -1.183986 0.427210 0.271799

Atomic forces in eV per Å
1.563 -0.667 2.612
-1.346 -0.182 2.067
-0.611 -0.323 0.376
-2.807 -1.659 -0.703
1.736 0.551 0.596
0.058 1.148 -0.694
-0.534 -0.242 -0.074
0.414 -0.006 0.093
-0.563 -0.753 0.312
-0.072 -0.026 0.469
0.181 0.029 -0.087
0.138 0.089 -0.047
-0.082 -0.079 -0.027
3.363 2.575 -2.638
-1.021 -1.804 -0.088
0.318 0.019 0.411
0.432 -0.057 -0.266
-1.167 1.388 -2.312